1.
C6H16N | ωB97M-V/def2-TZVPD

Structure (XYZ):
```
23
Properties=species:S:1:pos:R:3:lowdin_charge:R:1
C 2.071 1.061 -0.881 -0.085
C 1.324 0.509 0.330 -0.478
C -0.103 0.218 0.048 -0.052
C -0.799 -0.895 0.763 -0.436
C -2.138 -0.410 1.333 -0.091
C -1.077 -2.080 -0.204 -0.068
N 1.472 1.437 1.474 0.047
H 3.144 1.112 -0.681 0.077
H 1.732 2.071 -1.112 0.075
H 1.919 0.433 -1.747 0.049
H 1.821 -0.433 0.574 0.126
H 0.094 0.993 -3.712 0.027
H -0.721 0.951 -0.454 0.109
H -0.154 -1.235 1.572 0.129
H -2.031 0.321 2.144 0.074
H -2.734 0.031 0.521 0.083
H -2.730 -1.238 1.738 0.072
H -1.924 -2.663 0.154 0.067
H -0.212 -2.740 -0.362 0.076
H -1.276 -1.693 -1.209 0.069
H 1.847 2.327 1.174 0.057
H -0.103 0.331 -3.386 0.013
H 0.579 1.593 1.922 0.059
```

energy relative to the best compared isomer or geometry (same formula, charge and spin)	16.9	kcal/mol
max |F|	0.73	eV/A
HOMO-LUMO gap (spin up / spin down)	8.79 / 9.70	eV
total energy	-7969.0428	eV
E_LUMO (spin up / spin down)	1.207 / 0.494	eV
⟨S²⟩	0.754
multiplicity	2
E_HOMO (spin up / spin down)	-7.6 / -9.2	eV

---

2.
C6H16N | ωB97M-V/def2-TZVPD

Structure (XYZ):
```
23
Properties=species:S:1:pos:R:3:lowdin_charge:R:1
C 1.637 -2.090 0.722 -0.062
C 1.681 -0.627 0.392 -0.209
C 1.025 0.351 1.127 0.023
C 0.581 -0.189 -1.443 0.244
C -0.370 0.393 1.683 -0.193
C -1.061 1.683 1.214 -0.069
N -2.438 0.591 -2.306 0.015
H 1.962 -2.417 1.727 0.107
H 2.352 -2.650 0.089 0.100
H 0.640 -2.543 0.602 0.092
H 2.586 -0.280 -0.144 0.126
H 1.668 1.177 1.500 0.159
H 0.143 -1.159 -1.242 0.061
H 1.486 -0.302 -2.017 0.067
H -0.012 0.692 -1.450 0.019
H -0.258 0.363 2.755 0.132
H -0.907 -0.487 1.390 0.115
H -0.485 2.596 1.194 0.083
H -1.790 1.853 2.011 0.088
H -1.695 1.590 0.324 0.070
H -2.816 0.986 -3.193 0.048
H -1.474 0.878 -2.453 -0.034
H -2.454 -0.408 -2.484 0.017
```

energy relative to the best compared isomer or geometry (same formula, charge and spin)	98.1	kcal/mol
max |F|	3.45	eV/A
HOMO-LUMO gap	8.06	eV
total energy	-7961.1781	eV
E_LUMO	-5.882	eV
multiplicity	1
net charge	+1
E_HOMO	-13.9	eV

---

3.
C6H16N2 | ωB97M-V/def2-TZVPD

Structure (XYZ):
```
24
Properties=species:S:1:pos:R:3:lowdin_charge:R:1
C 1.476 0.788 -0.740 -0.395
C -0.425 -0.018 0.829 -0.289
C -0.464 0.574 -0.477 -0.286
C -0.096 -1.480 1.021 -0.092
C -2.338 0.237 1.261 -0.007
C -1.018 -0.177 -1.665 -0.089
N 2.102 1.665 0.195 0.020
N 2.254 -0.401 -0.871 0.036
H 1.409 1.283 -1.709 0.111
H 0.013 0.611 1.602 0.106
H -0.787 1.615 -0.466 0.121
H 2.157 1.249 1.118 0.057
H 3.063 1.845 -0.096 0.078
H 1.830 -1.057 -1.518 0.065
H 2.394 -0.865 0.020 0.061
H -0.819 -1.958 1.688 0.069
H 0.873 -1.589 1.521 0.068
H -0.085 -2.047 0.090 0.070
H -2.057 -0.479 -1.512 0.075
H -2.293 0.962 2.074 0.028
H -2.728 -0.719 1.611 0.023
H -3.016 0.583 0.482 0.029
H -0.461 -1.084 -1.905 0.061
H -0.984 0.463 -2.553 0.080
```

energy relative to the best compared isomer or geometry (same formula, charge and spin)	69.8	kcal/mol
max |F|	5.67	eV/A
HOMO-LUMO gap	8.51	eV
total energy	-9459.0475	eV
E_LUMO	0.989	eV
multiplicity	1
E_HOMO	-7.5	eV

---

4.
C6H16N2 | ωB97M-V/def2-TZVPD

Structure (XYZ):
```
24
Properties=species:S:1:pos:R:3:lowdin_charge:R:1
C 3.252 0.955 1.147 -0.114
C 2.524 0.428 -0.103 -0.233
C 1.046 0.823 -0.105 -0.246
N 0.168 -0.362 -0.261 -0.204
C 0.016 -0.612 -1.716 -0.081
C -1.122 -0.031 0.413 -0.207
C -2.273 -1.002 0.169 -0.269
N -3.558 -0.292 0.374 -0.016
H 4.271 0.596 1.225 0.063
H 2.654 0.682 2.019 0.070
H 3.264 2.042 1.155 0.067
H 3.016 0.818 -0.991 0.099
H 2.553 -0.661 -0.077 0.103
H 0.759 1.309 0.824 0.101
H 0.814 1.582 -0.861 0.109
H -0.935 -1.091 -1.922 0.051
H 0.026 0.319 -2.286 0.086
H 0.722 -1.393 -1.962 0.082
H -0.886 -0.099 1.465 0.111
H -1.404 0.993 0.123 0.120
H -2.218 -1.896 0.795 0.109
H -2.239 -1.344 -0.867 0.082
H -4.319 -0.924 0.156 0.059
H -3.654 -0.066 1.356 0.060
```

energy relative to the best compared isomer or geometry (same formula, charge and spin)	32.1	kcal/mol
max |F|	1.42	eV/A
HOMO-LUMO gap	9.74	eV
total energy	-9460.6840	eV
SMILES	CCCN(C)CCN
E_LUMO	1.124	eV
multiplicity	1
E_HOMO	-8.6	eV

---

5.
C6H16N2 | ωB97M-V/def2-TZVPD

Structure (XYZ):
```
24
Properties=species:S:1:pos:R:3:lowdin_charge:R:1
C 1.016 -0.464 0.181 -0.629
C 0.624 0.740 -0.592 -0.204
C -1.538 0.758 1.475 -0.183
C 2.369 0.368 -0.933 -0.010
C -0.280 0.696 -1.785 -0.074
C -2.359 -0.457 1.063 -0.161
N 0.702 -1.709 -0.415 0.102
N 1.246 -0.265 1.469 0.054
H 0.672 1.681 -0.050 0.132
H 1.132 -2.499 0.049 0.090
H -0.279 -1.864 -0.598 0.073
H -0.444 0.485 1.604 0.028
H 1.572 -1.106 1.941 0.040
H -1.813 1.082 2.480 0.065
H -1.706 1.594 0.799 0.056
H 2.432 0.578 -2.003 0.068
H 2.964 -0.544 -0.882 0.083
H 2.892 1.115 -0.337 0.077
H -0.440 -0.301 -2.190 0.074
H -1.247 1.157 -1.558 0.078
H 0.177 1.273 -2.599 0.079
H -3.428 -0.258 1.143 0.060
H -2.137 -0.750 0.038 0.036
H -2.128 -1.311 1.700 0.066
```

energy relative to the best compared isomer or geometry (same formula, charge and spin)	72.8	kcal/mol
max |F|	4.85	eV/A
HOMO-LUMO gap	9.32	eV
total energy	-9458.9155	eV
E_LUMO	0.951	eV
multiplicity	1
E_HOMO	-8.4	eV

---

6.
C6H16N2 | ωB97M-V/def2-TZVPD

Structure (XYZ):
```
24
Properties=species:S:1:pos:R:3:lowdin_charge:R:1
C -0.557 2.387 -2.677 -0.101
C -1.012 1.988 -1.278 -0.334
N 0.139 1.786 -0.439 -0.085
C -0.071 0.941 0.724 -0.179
C 1.023 -0.198 0.808 -0.331
C 1.157 -0.819 2.190 -0.023
N 1.563 -0.557 -0.321 -0.049
C 0.451 -1.478 -0.759 -0.121
H 0.041 1.559 -3.113 0.080
H -1.409 2.351 -3.378 0.070
H -0.185 3.403 -2.726 0.069
H -1.742 2.697 -0.861 0.107
H -1.695 1.102 -1.349 0.106
H 0.859 1.315 -0.993 0.079
H 0.081 1.604 1.587 0.112
H -1.028 0.423 0.695 0.111
H 1.441 -0.051 2.932 0.087
H 1.995 -1.521 2.168 0.082
H 0.237 -1.289 2.550 0.090
H 0.948 -2.432 -0.970 0.075
H -0.367 -1.733 -0.049 0.087
H 0.054 -1.110 -1.702 0.067
H -0.833 -5.156 3.138 -0.001
H -1.088 -5.212 3.824 0.001
```

energy relative to the best compared isomer or geometry (same formula, charge and spin)	114.8	kcal/mol
max |F|	2.67	eV/A
HOMO-LUMO gap	7.79	eV
total energy	-9457.0979	eV
SMILES	CCNC/C(C)=N\C.[H][H]
E_LUMO	0.286	eV
multiplicity	1
E_HOMO	-7.5	eV